1.
This record from the OMol25 dataset describes a molecular structure, C3H5I at a distorted geometry. The level of theory is wB97M-V/def2-TZVPD.

XYZ file:
```
9
Properties=species:S:1:pos:R:3:mulliken_charge:R:1
C -0.05167 -0.47048 -1.39275 -0.52
H -0.52131 -0.95493 -2.20160 0.33
H 0.71959 1.59464 0.96923 0.30
C -0.62357 -0.17254 -0.31021 -0.12
H 1.01666 -0.58491 -1.29365 0.22
H 0.07627 0.08407 2.01467 0.35
H 1.48069 -0.04718 0.85358 0.26
C 0.56337 0.54949 1.15338 -0.86
I -2.66004 0.00183 0.20736 0.05
```

Output
Total energy: -414.8918 hartree
Gap between HOMO and LUMO: 9.856 eV
Energy relative to the best compared isomer or geometry (same formula, charge and spin): 51.8 kcal/mol
2S+1: 1
Strongest force on any atom: 7.5 eV/Å



2.
This record from the OMol25 dataset describes 2 unconnected molecules or ions with the total composition C3H5I2NO2 at a distorted geometry. The level of theory is wB97M-V/def2-TZVPD.

XYZ file:
```
13
Properties=species:S:1:pos:R:3:mulliken_charge:R:1
C 1.08333 -0.47625 -0.65926 -0.15
N 1.57072 -1.45908 -1.00577 0.72
O -0.74395 1.06215 -0.16198 -0.40
H 0.11266 -1.84950 1.33663 0.31
C 0.04776 0.05999 0.19759 0.28
I 1.49972 1.05761 1.87367 -0.07
C -0.59210 -1.03096 0.95040 -1.27
H 2.96805 1.13163 -1.64178 0.16
H -0.32469 1.57576 -0.87216 0.26
H -1.17096 -0.53312 1.68367 0.43
H -1.34987 -1.47043 0.37718 0.43
I 1.92514 1.67712 -2.66722 -0.04
O 2.18859 -2.44243 -1.25125 -0.65
```

Output
Total energy: -917.7972 hartree
Gap between HOMO and LUMO: 8.610 eV
SMILES: C[C@@](O)(I)C#[N+][O-].I
Energy relative to the best compared isomer or geometry (same formula, charge and spin): 83.4 kcal/mol
2S+1: 1
Strongest force on any atom: 2.5 eV/Å



3.
This record from the OMol25 dataset describes a molecular structure, C3H5I2NOS at a distorted geometry. The level of theory is wB97M-V/def2-TZVPD.

XYZ file:
```
13
Properties=species:S:1:pos:R:3:mulliken_charge:R:1
H 0.49901 1.56059 0.77620 0.29
O -2.50144 0.76498 -1.11472 -0.38
C 0.96823 -1.09904 -0.78865 -0.41
H -1.44252 0.42245 -0.94369 0.44
N 0.14105 0.19944 -0.70640 -0.42
H 0.27595 -1.88137 -0.67947 0.25
H 1.41291 -1.26932 -1.69687 0.28
S -3.34318 0.63942 0.24490 0.24
C 1.68800 -0.60434 0.46740 -0.40
I 1.72573 -1.73057 2.34285 -0.17
C 0.71241 0.51551 0.36345 -0.30
H 2.65653 -0.27538 0.39392 0.37
I -2.79269 2.75764 1.34109 0.21
```

Output
Total energy: -1240.6302 hartree
Gap between HOMO and LUMO (alpha / beta): 1.978 / 3.958 eV
2S+1: 3
Strongest force on any atom: 7.0 eV/Å



4.
This record from the OMol25 dataset describes 2 unconnected molecules or ions with the total composition C3H5I3Si at a distorted geometry. The level of theory is wB97M-V/def2-TZVPD.

XYZ file:
```
12
Properties=species:S:1:pos:R:3:mulliken_charge:R:1
H -0.75542 -1.53680 -1.53037 0.22
H -0.62824 -0.48787 0.89178 0.27
C -0.05273 -0.77654 -1.13944 -0.66
C 0.11424 -0.12096 0.27481 -0.37
I 5.03199 -1.98921 0.33516 -0.03
H 0.17147 -0.20638 -1.97129 0.20
I 4.75642 0.82279 -2.45598 -0.03
H 1.01127 -1.99962 0.41060 0.27
C 0.96457 -1.17512 -0.16923 -0.15
I 5.46443 1.87394 1.40510 -0.07
Si 4.33733 0.28875 -0.11653 0.13
H 0.44212 0.92076 0.32891 0.23
```

Output
Total energy: -1299.8166 hartree
Gap between HOMO and LUMO (alpha / beta): 6.401 / 7.634 eV
Energy relative to the best compared isomer or geometry (same formula, charge and spin): 101.1 kcal/mol
2S+1: 1
Strongest force on any atom: 3.2 eV/Å



- Which formula does entry 3 have?
  C3H5I2NOS